1.
ORCA calculation (wB97M-V/def2-TZVPD) on a molecular structure, C46H58LiN3O9S.

Each line ends with the Mulliken charge.
Positions of all 118 atoms, in Å:
1 Li -0.098540 -0.057289 -1.481629  1.863
2 C -1.100405 2.237943 5.494613  -1.848
3 C -0.095876 2.201009 4.330424  2.291
4 C 0.491356 3.607600 4.130445  -1.753
5 C 1.048102 1.266174 4.729017  -1.814
6 C -0.799836 1.735668 3.056820  -0.221
7 C -0.401253 0.628506 2.345363  -0.641
8 C -1.040065 0.239673 1.145638  -0.083
9 N -0.599810 -0.723819 0.328438  0.214
10 C 0.253542 -1.743508 0.589052  -1.010
11 C 0.510378 -2.310634 1.849131  -0.146
12 C 1.318259 -3.425656 1.994395  -0.557
13 C 1.878868 -3.984963 0.837604  -0.119
14 C 1.654872 -3.490929 -0.439221  -0.239
15 C 0.827764 -2.331259 -0.609594  0.772
16 O 0.583100 -1.788232 -1.744430  -1.091
17 C 2.245406 -4.185525 -1.670262  2.539
18 C 3.080021 -5.413584 -1.298571  -2.422
19 C 1.103949 -4.661882 -2.587579  -1.593
20 C 3.156609 -3.210658 -2.436724  -1.685
21 C 1.585131 -4.080336 3.350533  2.003
22 C 3.096050 -4.122514 3.629651  -1.716
23 C 1.036276 -5.516471 3.354415  -1.749
24 C 0.921731 -3.320577 4.501971  -2.180
25 C -2.215519 0.984156 0.665036  0.772
26 O -2.846446 0.584712 -0.343488  -0.791
27 C -2.572369 2.178990 1.409780  0.214
28 C -1.882359 2.494535 2.556993  -0.547
29 C -3.684702 3.084859 0.875198  2.764
30 C -3.327570 3.553445 -0.545853  -1.669
31 C -3.882584 4.328507 1.744941  -2.363
32 C -5.021213 2.320977 0.848372  -1.881
33 H -0.614940 2.572706 6.418249  0.493
34 H -1.515024 1.241151 5.658775  0.333
35 H -1.927186 2.914702 5.276502  0.289
36 H 1.007047 3.944680 5.036892  0.454
37 H -0.289712 4.330917 3.893271  0.315
38 H 1.205215 3.601888 3.304176  0.294
39 H 1.495017 1.605916 5.668119  0.520
40 H 1.828886 1.253800 3.965716  0.091
41 H 0.687166 0.245486 4.871243  0.323
42 H 0.479829 0.073443 2.641117  0.293
43 H 0.005850 -1.880761 2.704310  0.854
44 H 2.517399 -4.854585 0.949508  0.351
45 H 2.477714 -6.160851 -0.774916  0.385
46 H 3.931871 -5.141874 -0.668923  0.372
47 H 3.469315 -5.872652 -2.211621  0.461
48 H 0.447225 -5.349005 -2.046156  0.292
49 H 1.502406 -5.178988 -3.467702  0.476
50 H 0.518188 -3.805054 -2.912055  0.193
51 H 4.031104 -2.954797 -1.830566  0.306
52 H 2.604639 -2.300237 -2.660924  0.228
53 H 3.501394 -3.661210 -3.374344  0.442
54 H 3.624676 -4.684793 2.858893  0.276
55 H 3.298074 -4.594641 4.597870  0.480
56 H 3.501906 -3.108734 3.645902  0.307
57 H 1.490743 -6.110529 2.560426  0.311
58 H -0.042649 -5.503737 3.187037  0.342
59 H 1.235484 -6.010781 4.312432  0.449
60 H 1.273317 -2.287457 4.541747  0.302
61 H 1.166271 -3.802297 5.453387  0.499
62 H -0.164214 -3.312471 4.393635  0.394
63 H -2.159449 3.388754 3.103943  0.273
64 H -2.388035 4.112631 -0.540811  0.271
65 H -4.117377 4.198236 -0.946101  0.511
66 H -3.203997 2.692680 -1.198888  0.164
67 H -2.970997 4.929674 1.795389  0.371
68 H -4.183229 4.056755 2.760992  0.395
69 H -4.672236 4.948935 1.312489  0.458
70 H -4.914906 1.430816 0.232689  0.335
71 H -5.816814 2.953523 0.438177  0.468
72 H -5.305289 2.019505 1.861515  0.346
73 C 4.689727 2.575131 0.207893  -1.128
74 N 3.833215 1.428242 -0.003773  0.296
75 C 3.688746 0.480365 1.089793  -0.765
76 C 2.994983 1.313441 -1.085357  0.611
77 C 3.140114 2.347807 -2.177312  -1.586
78 O 2.177471 0.418921 -1.150894  -0.051
79 H 5.241455 2.429948 1.134695  0.441
80 H 4.119128 3.505078 0.296438  0.288
81 H 5.417289 2.692674 -0.598528  0.303
82 H 4.671352 0.110097 1.394118  0.447
83 H 3.077576 -0.350858 0.744268  0.022
84 H 3.197416 0.938358 1.954458  0.239
85 H 4.182326 2.555849 -2.417408  0.510
86 H 2.646434 3.274028 -1.877499  0.227
87 H 2.624583 1.969492 -3.056654  0.270
88 O -2.026164 2.338957 -6.177063  -0.698
89 S -0.921009 2.074403 -5.301075  1.180
90 O 0.099801 1.184092 -5.798980  -0.715
91 N -1.357300 1.572073 -3.707363  0.070
92 C -0.561345 2.258647 -2.727194  -0.590
93 O -0.318900 1.778553 -1.605838  -1.215
94 C -0.120937 3.476524 -3.269965  0.725
95 C 0.441711 4.578937 -2.571668  -0.338
96 C 0.740760 5.722482 -3.260440  -0.763
97 C 0.517793 5.832282 -4.658083  -0.739
98 C -0.003469 4.745670 -5.361053  -0.557
99 C -0.302425 3.594073 -4.678061  -0.180
100 H 0.588018 4.494315 -1.500873  0.550
101 H 1.153141 6.576203 -2.733008  0.372
102 H 0.749346 6.754790 -5.174159  0.355
103 H -0.155823 4.802400 -6.433015  0.413
104 O -4.845310 -1.904021 -4.864348  -0.504
105 C -4.180069 -2.302451 -3.745817  0.991
106 C -4.636735 -3.406503 -3.037308  -0.770
107 C -3.972840 -3.843482 -1.901044  -0.864
108 C -2.843591 -3.174167 -1.464675  -0.928
109 C -2.390874 -2.064399 -2.152436  0.025
110 C -3.037934 -1.606515 -3.302812  -0.395
111 C -2.596209 -0.384589 -4.009806  0.935
112 O -3.031285 0.041057 -5.037426  -0.658
113 O -1.544114 0.223709 -3.376048  0.260
114 H -5.651733 -2.421601 -4.933182  0.278
115 H -5.532617 -3.916179 -3.380144  0.227
116 H -4.350111 -4.701929 -1.358371  0.366
117 H -2.320612 -3.495697 -0.573394  0.462
118 H -1.528535 -1.535872 -1.781461  0.552

Forces on atoms 1 to 3 (eV/Å):
Li 0.2422 -0.0454 0.1087
C 0.0591 -0.0110 -0.0556
C 0.0253 0.0055 0.0469

Calculated values
Kohn-Sham gap (spin up / spin down) (eV): 4.57 / 4.42
Total charge: -2
Relative energy (zero: lowest compared OMol25 entry of this formula, charge and spin) (kJ/mol): 374.1



2.
ORCA calculation (wB97M-V/def2-TZVPD) on a molecular structure, C32H30As2MoN4S2.

Each line ends with the Mulliken spin population.
Positions of all 71 atoms, in Å:
1 Mo 0.544915 -0.561706 0.703040  1.046
2 N -2.748893 -0.059741 2.304939  0.083
3 C -2.080367 0.977443 1.861545  0.040
4 N -0.968678 0.903536 1.112161  -0.026
5 C -0.552526 2.176133 0.732627  0.049
6 C -1.312822 3.208321 1.262226  0.229
7 S -2.608526 2.624471 2.171403  0.089
8 C 0.522595 2.274412 -0.179584  0.136
9 C 1.069681 3.427085 -0.739992  0.237
10 S 2.207013 3.053669 -1.922733  0.098
11 C 1.950571 1.338821 -1.622723  0.060
12 N 1.070712 1.091871 -0.646966  -0.018
13 N 2.543109 0.412468 -2.346300  0.100
14 H -2.500652 -0.997029 2.008591  -0.002
15 H -3.589804 0.044190 2.858638  -0.004
16 H -1.179062 4.271044 1.118198  0.001
17 H 0.822088 4.456166 -0.520777  0.000
18 H 3.164418 0.653363 -3.108507  -0.005
19 H 2.276279 -0.563890 -2.263605  -0.010
20 C 0.897617 -4.175774 1.313969  0.003
21 C 0.727496 -3.751624 2.761694  0.009
22 As 0.749251 -1.807557 2.925244  -0.076
23 C 2.506130 -1.118159 2.499500  0.006
24 C 2.876087 -1.103412 1.142175  0.009
25 C 4.106217 -0.583371 0.724855  0.016
26 C 4.952480 -0.047224 1.675220  -0.011
27 C 4.569003 -0.003479 3.022573  0.008
28 C 3.345883 -0.500997 3.433322  0.013
29 C 0.340196 -1.311771 4.710264  -0.007
30 C -0.253200 -0.076992 4.970044  0.007
31 C -0.514585 0.288060 6.280998  0.000
32 C -0.190032 -0.577856 7.319722  -0.001
33 C 0.403582 -1.805404 7.057127  0.000
34 C 0.674297 -2.181921 5.749055  0.001
35 As -0.082223 -2.982971 0.128142  -0.052
36 C -1.963743 -3.222736 0.342967  -0.012
37 C -2.472828 -4.324840 1.025203  0.006
38 C -3.849667 -4.475194 1.140153  0.001
39 C -4.704464 -3.535622 0.579504  0.001
40 C -4.194087 -2.434781 -0.102409  0.003
41 C -2.820926 -2.271270 -0.220604  0.013
42 C 0.468331 -3.267618 -1.679477  -0.009
43 C -0.477220 -3.461341 -2.682765  -0.004
44 C -0.046256 -3.654049 -3.990185  0.002
45 C 1.308938 -3.645299 -4.289905  -0.001
46 C 2.252971 -3.452404 -3.284487  0.000
47 C 1.837963 -3.257698 -1.974469  0.005
48 H 0.559163 -5.199130 1.139320  0.000
49 H 1.940156 -4.124991 0.993242  0.002
50 H 1.502585 -4.182412 3.396571  0.000
51 H -0.243009 -4.048633 3.166090  0.001
52 H 2.306808 -1.700384 0.390833  -0.031
53 H 4.404999 -0.631618 -0.313776  -0.002
54 H 5.921775 0.335294 1.383403  0.000
55 H 5.249753 0.409537 3.756152  0.000
56 H 3.063108 -0.467251 4.478593  0.003
57 H -0.488533 0.603493 4.157612  -0.003
58 H -0.966593 1.245734 6.501543  0.000
59 H -0.397808 -0.290971 8.341865  0.000
60 H 0.658448 -2.470909 7.870833  0.000
61 H 1.139457 -3.141211 5.559091  0.000
62 H -1.820974 -5.083641 1.441298  0.000
63 H -4.253734 -5.338195 1.652261  0.000
64 H -5.775258 -3.669894 0.658537  0.000
65 H -4.866934 -1.723678 -0.563222  0.000
66 H -2.428169 -1.435756 -0.796624  0.002
67 H -1.535539 -3.495605 -2.455259  0.000
68 H -0.772291 -3.830574 -4.772477  0.000
69 H 1.635603 -3.814421 -5.307559  0.000
70 H 3.308860 -3.496212 -3.518417  0.000
71 H 2.587363 -3.183290 -1.191074  -0.002

Forces on atoms 1 to 3 (eV/Å):
Mo 0.7689 0.2466 0.5826
N 0.0472 0.1051 0.0291
C -0.0668 -0.0479 -0.0315

Calculated values
Kohn-Sham gap (spin up / spin down) (eV): 6.09 / 4.62
Total charge: +4
Spin multiplicity: 3



3.
ORCA calculation (wB97M-V/def2-TZVPD) on 2 unconnected molecules or ions with the total composition C4H15N4S.

Each line ends with the Mulliken charge.
Positions of all 24 atoms, in Å:
1 C -1.771920 -1.441688 -1.192559  -0.911
2 C -0.211827 -0.583909 -2.944406  -0.880
3 C 1.171178 1.587648 2.046907  -0.786
4 C -0.619417 1.247039 0.318511  -0.045
5 N 1.906763 -2.082208 0.043357  -0.696
6 N -0.796393 -0.406807 -1.680980  0.044
7 N -0.144415 1.841174 1.549965  0.352
8 N -0.989259 2.611171 2.310010  -0.792
9 S 0.316450 0.141206 -0.579012  0.108
10 H -1.821282 -1.457611 -0.080187  0.332
11 H -2.791767 -1.356890 -1.519123  0.315
12 H -1.328084 -2.388177 -1.379723  0.387
13 H 0.076427 -1.638327 -3.085436  0.314
14 H -0.878602 -0.022655 -3.768150  0.287
15 H 0.710334 0.064381 -3.009130  0.366
16 H 1.753424 0.800004 1.385791  0.189
17 H 1.650033 2.520908 2.246663  0.357
18 H 1.127055 1.002233 3.016123  0.324
19 H -1.691555 1.163910 0.263796  0.469
20 H 2.575572 -2.397813 -0.650986  0.220
21 H 1.070772 -2.609358 0.025296  0.250
22 H 2.413995 -2.255117 0.973107  0.247
23 H -1.217803 2.157785 3.112203  0.258
24 H -0.509678 3.503100 2.597965  0.292

Forces on atoms 1 to 3 (eV/Å):
C 1.2757 0.6184 1.5585
C 0.3780 2.0381 -3.2215
C 1.2457 -3.2319 0.0979

Calculated values
Kohn-Sham gap (spin up / spin down) (eV): 8.09 / 8.09
Total charge: +1
Relative energy (zero: lowest compared OMol25 entry of this formula, charge and spin) (kJ/mol): 0.0